Entry 1:
{"formula": "C9H6Cl6O2", "method": "ωB97M-V/def2-TZVPD", "gap_ev": 10.2, "smiles": "O=C1[C@H](Cl)[C@@]2(Cl)[C@@H]3[C@@H](CO[C@@H]3Cl)[C@]1(Cl)C2(Cl)Cl", "homo_ev": -10.529, "largest_force_ha_per_bohr": 0.08206, "lumo_energy_ev": -0.37, "symbols": ["O", "Cl", "Cl", "Cl", "Cl", "Cl", "Cl", "O", "C", "C", "C", "C", "C", "C", "C", "C", "C", "H", "H", "H", "H", "H", "H"], "positions_angstrom": [[0.684, -2.457, 0.527], [-0.961, 2.092, -1.994], [1.986, -1.388, -2.053], [3.083, 1.757, 1.860], [3.736, -0.772, 0.493], [1.464, -1.083, 3.110], [2.393, 1.778, -1.519], [-1.681, 0.733, 0.217], [0.789, -1.230, 0.432], [-1.305, 0.529, 1.607], [-0.966, 1.882, -0.203], [0.952, -0.473, -0.879], [2.410, 0.396, 0.903], [1.169, -0.267, 1.552], [0.148, 0.889, 1.681], [0.403, 1.688, 0.418], [1.520, 0.853, -0.278], [-1.454, -0.523, 1.856], [-1.899, 1.215, 2.286], [-1.481, 2.740, 0.237], [-0.014, -0.294, -1.328], [0.375, 1.425, 2.591], [0.819, 2.683, 0.655]]}

Entry 2:
{"formula": "C9H6F3NO", "method": "ωB97M-V/def2-TZVPD", "gap_ev": [7.6, 7.6], "homo_ev": [-8.099, -8.089], "largest_force_ha_per_bohr": 0.10404, "lumo_energy_ev": [-0.52, -0.51], "symbols": ["C", "C", "C", "C", "C", "C", "C", "C", "C", "N", "O", "F", "F", "F", "H", "H", "H", "H", "H", "H"], "positions_angstrom": [[1.813, -0.895, 0.464], [1.431, -1.983, -0.399], [0.912, 0.074, 0.795], [0.201, -2.029, -0.949], [-1.033, 1.334, 0.083], [-0.362, 0.169, 0.174], [-0.827, -0.999, -0.724], [-3.078, 0.780, -0.784], [-3.852, 0.188, 0.378], [-1.877, -1.155, -1.323], [-2.178, 1.691, -0.531], [-3.064, -0.457, 1.210], [-4.411, 1.107, 1.111], [-4.776, -0.709, 0.010], [2.753, -0.965, 0.915], [2.189, -2.713, -0.620], [1.131, 0.683, 1.693], [-0.046, -2.748, -1.707], [-0.619, 2.238, 0.606], [-3.728, 0.979, -1.665]]}

Entry 3:
{"formula": "C9H71F7O36", "method": "ωB97M-V/def2-TZVPD", "gap_ev": 9.0, "homo_ev": -10.177, "largest_force_ha_per_bohr": 0.03976, "lumo_energy_ev": -1.16, "symbols": ["O", "C", "C", "C", "C", "O", "C", "C", "F", "F", "C", "F", "F", "C", "F", "F", "F", "C", "H", "H", "H", "O", "H", "H", "O", "H", "H", "O", "H", "H", "O", "H", "H", "O", "H", "H", "O", "H", "H", "O", "H", "H", "O", "H", "H", "O", "H", "H", "O", "H", "H", "O", "H", "H", "O", "H", "H", "O", "H", "H", "O", "H", "H", "O", "H", "H", "O", "H", "H", "O", "H", "H", "O", "H", "H", "O", "H", "H", "O", "H", "H", "O", "H", "H", "O", "H", "H", "O", "H", "H", "O", "H", "H", "O", "H", "H", "O", "H", "H", "O", "H", "H", "O", "H", "H", "O", "H", "H", "O", "H", "H", "O", "H", "H", "O", "H", "H", "O", "H", "H", "O", "H", "H"], "positions_angstrom": [[2.007, -2.819, 1.739], [1.229, -2.068, 1.222], [1.576, -0.653, 0.827], [1.163, -0.237, -0.382], [0.344, -1.251, -1.191], [0.495, -1.426, -2.364], [-0.629, -2.071, -0.334], [-2.017, -2.331, -0.888], [-2.240, -1.532, -1.935], [-2.082, -3.593, -1.348], [-3.183, -2.158, 0.097], [-3.123, -2.984, 1.116], [-4.301, -2.508, -0.570], [-3.436, -0.707, 0.593], [-4.155, -0.045, -0.275], [-2.353, -0.016, 0.821], [-4.089, -0.777, 1.743], [-0.191, -2.490, 0.854], [2.146, -0.006, 1.496], [1.362, 0.768, -0.762], [-0.796, -3.068, 1.548], [2.655, 1.715, 2.429], [3.538, 2.090, 2.340], [2.177, 2.343, 2.980], [-0.783, 1.651, -2.253], [-0.727, 0.751, -2.599], [-1.460, 2.077, -2.791], [2.206, 2.358, -1.601], [1.509, 2.744, -2.144], [3.021, 2.739, -1.957], [-5.471, -5.175, -1.939], [-5.115, -4.406, -1.482], [-4.700, -5.734, -2.091], [-1.617, 4.313, -3.074], [-1.801, 4.930, -3.793], [-2.216, 4.589, -2.371], [2.308, 4.717, -3.284], [2.024, 5.534, -2.864], [2.493, 4.979, -4.192], [-6.492, -6.152, 0.739], [-6.756, -5.325, 1.167], [-6.341, -5.906, -0.184], [3.536, -1.505, -1.685], [4.419, -1.395, -2.048], [2.948, -1.351, -2.434], [5.062, 2.636, -2.183], [5.385, 3.414, -1.705], [5.839, 2.087, -2.306], [-3.271, 5.083, -5.441], [-3.213, 4.185, -5.781], [-3.962, 5.496, -5.978], [5.131, 0.345, 2.489], [5.520, -0.237, 1.825], [4.529, -0.226, 2.977], [-5.679, -8.998, 1.136], [-5.872, -8.190, 0.642], [-4.770, -8.884, 1.424], [-1.950, -1.729, 3.716], [-2.765, -1.251, 3.538], [-2.120, -2.176, 4.556], [-5.564, -0.395, 4.530], [-5.806, 0.448, 4.925], [-5.375, -0.180, 3.613], [4.297, -3.328, 3.656], [4.236, -4.276, 3.492], [3.507, -2.974, 3.235], [-5.197, 7.513, -5.515], [-4.582, 7.532, -4.776], [-6.052, 7.377, -5.096], [2.813, 7.131, -4.931], [2.641, 7.931, -5.437], [3.712, 7.246, -4.604], [5.377, 4.978, -0.305], [5.967, 4.988, 0.458], [4.503, 4.836, 0.072], [-1.614, -4.130, 5.613], [-1.801, -5.030, 5.895], [-0.714, -4.172, 5.275], [7.240, 1.784, 4.607], [6.667, 1.427, 3.918], [6.745, 1.640, 5.418], [-6.465, 4.741, -6.137], [-6.658, 5.358, -6.851], [-7.068, 5.001, -5.433], [6.142, -2.940, 0.878], [5.568, -3.275, 0.183], [5.645, -3.103, 1.692], [-3.749, 2.798, -1.806], [-3.156, 2.093, -1.513], [-3.711, 2.755, -2.768], [7.392, -2.123, 3.859], [7.775, -2.684, 3.176], [6.789, -2.711, 4.332], [8.049, -0.428, 6.629], [8.555, 0.380, 6.755], [8.326, -0.741, 5.760], [3.854, -6.110, 2.289], [3.882, -6.987, 1.891], [3.166, -5.648, 1.794], [-6.216, 3.048, -0.414], [-6.417, 2.156, -0.120], [-5.303, 2.993, -0.744], [9.695, -3.265, 6.085], [8.992, -2.840, 5.581], [10.502, -2.893, 5.719], [-5.816, 6.139, -3.285], [-5.398, 5.557, -3.937], [-6.386, 5.551, -2.775], [-7.036, -6.314, -4.734], [-7.332, -7.184, -4.453], [-6.683, -5.913, -3.931], [7.201, 3.383, 1.368], [7.016, 2.485, 1.662], [8.120, 3.354, 1.087], [-4.573, 10.026, -7.236], [-4.748, 9.125, -6.937], [-3.673, 9.996, -7.570], [3.672, -7.923, 4.901], [3.490, -7.257, 4.227], [3.102, -7.679, 5.635], [-7.501, -3.637, 1.877], [-7.714, -3.019, 1.171], [-8.068, -3.370, 2.607]]}

Entry 4:
{"formula": "C9H7Cl3HfN2O4S", "method": "ωB97M-V/def2-TZVPD", "gap_ev": 7.0, "homo_ev": -15.936, "largest_force_ha_per_bohr": 0.01088, "lumo_energy_ev": -8.96, "charge": 2, "symbols": ["Hf", "Cl", "C", "C", "C", "C", "C", "Cl", "C", "S", "H", "H", "H", "O", "Cl", "O", "O", "O", "N", "C", "C", "C", "N", "H", "H", "H", "H"], "positions_angstrom": [[-0.106, 0.073, 0.322], [2.321, -0.058, -0.433], [2.789, 1.647, -0.112], [4.132, 1.884, 0.046], [4.523, 3.199, 0.269], [3.583, 4.212, 0.350], [2.229, 3.935, 0.201], [1.083, 5.202, 0.326], [1.795, 2.627, -0.050], [0.060, 2.342, -0.327], [4.859, 1.086, -0.017], [5.574, 3.428, 0.376], [3.888, 5.234, 0.525], [-0.920, -2.257, 0.309], [-1.721, -1.635, -0.742], [-2.683, -2.404, -1.352], [-2.232, -0.402, -0.041], [-0.693, -1.026, -1.618], [0.233, 1.362, 3.217], [0.303, 1.086, 4.516], [0.210, -0.291, 4.670], [0.062, -0.788, 3.394], [0.075, 0.224, 2.487], [0.226, 2.270, 2.772], [0.413, 1.870, 5.250], [0.236, -0.845, 5.592], [-0.061, -1.812, 3.072]]}

Number 1: E -88659.50024 eV. Number 2: E -21115.66064 eV. Number 3: E -103218.28573 eV. Number 4: E -70303.22163 eV.